ORCA calculation (the ωB97M-V functional and the def2-TZVPD basis) on a 2-piece molecular cluster, C4H13N2O overall at a distorted geometry.

Kohn-Sham gap: 0.3653 Eh
HOMO level: -13.16 eV
total charge: +1
lowest unoccupied orbital energy: -3.22 eV

Cartesian coordinates (Å):
O  0.1457  0.1791  0.0366
C  0.9084  1.1342  0.1500
N  1.9286  1.3398  -0.7286
C  0.7950  2.1612  1.2566
C  2.1516  0.4317  -1.8366
H  2.5429  2.1476  -0.6002
H  0.6256  3.1700  0.8440
H  -0.0585  1.8979  1.9038
H  1.7100  2.1819  1.8721
H  3.0213  0.7808  -2.4184
H  1.2731  0.3984  -2.5028
H  2.3576  -0.5897  -1.4747
C  -2.1952  -2.4517  -0.0630
N  -2.1547  -1.3471  0.9461
H  -2.3226  -2.0390  -1.0780
H  -3.0368  -3.1328  0.1479
H  -1.2575  -3.0317  -0.0341
H  -1.3626  -0.7020  0.7514
H  -3.0371  -0.7971  0.9227
H  -2.0348  -1.7314  1.9051

***

ORCA calculation (the ωB97M-V functional and the def2-TZVPD basis) on a 11-piece molecular cluster, C24H66F3O12 overall at a distorted geometry.

Kohn-Sham gap: 0.2901 Eh
HOMO level: -5.77 eV
total charge: -1
lowest unoccupied orbital energy: 2.13 eV

Cartesian coordinates (Å):
C  -1.3149  -22.4337  10.4713
O  -0.6577  -21.1850  10.7637
O  -0.4696  -23.4076  10.4201
C  -2.5313  -22.5705  11.4239
F  -3.6856  -22.3161  10.7874
F  -2.6307  -23.7936  11.9692
F  -2.5050  -21.7238  12.4796
C  -1.0351  -20.0607  10.0323
C  -0.1118  -18.9285  10.3701
H  -0.2632  -18.0576  9.7233
H  -0.0302  -18.5284  11.3809
H  0.8958  -19.2780  10.1093
H  -2.0951  -19.8195  10.2206
H  -0.9400  -20.1952  8.9466
H  -1.7926  -22.3039  9.4644
C  -0.1259  -26.3097  14.3993
C  -0.6545  -25.3654  13.3551
O  0.2251  -25.2767  12.2568
H  0.8276  -25.9947  14.8257
H  0.0083  -27.2932  13.9424
H  -0.8303  -26.3688  15.2314
H  -0.8034  -24.3693  13.8051
H  -1.6549  -25.6867  13.0218
H  -0.1162  -24.5312  11.7045
C  -7.1889  -19.8384  9.1364
C  -5.7607  -19.3345  8.9853
O  -4.8582  -20.4039  8.7725
H  -7.9017  -19.0250  8.9806
H  -7.3335  -20.3603  10.0811
H  -7.4224  -20.5534  8.3416
H  -5.4821  -18.7431  9.8634
H  -5.7280  -18.6476  8.1323
H  -4.2946  -20.5178  9.5422
C  2.1388  -20.7365  14.3052
C  1.3541  -21.5300  13.2780
O  1.8109  -21.2069  11.9910
H  3.2072  -20.9712  14.2298
H  1.8353  -21.0207  15.3139
H  2.0833  -19.6655  14.1033
H  0.2832  -21.3237  13.4119
H  1.4875  -22.6059  13.4644
H  1.0935  -21.3979  11.3615
C  5.2938  -17.0742  9.6359
C  4.0343  -17.3722  10.4311
O  2.9159  -16.6332  9.9115
H  5.4094  -17.7491  8.7830
H  6.1805  -17.2380  10.2555
H  5.3042  -16.0639  9.2305
H  4.1152  -17.0382  11.4658
H  3.8418  -18.4458  10.4274
H  2.3780  -17.2510  9.4071
C  0.4015  -21.6590  7.1306
C  0.5558  -20.2346  6.6501
O  1.9308  -19.8343  6.7146
H  -0.6459  -21.8306  7.3877
H  0.9516  -21.8141  8.0614
H  0.7290  -22.3988  6.4051
H  -0.0688  -19.5599  7.2491
H  0.1904  -20.1198  5.6205
H  1.9595  -18.9114  6.4443
C  -4.8664  -24.4977  16.1724
C  -4.2750  -25.0484  14.8963
O  -3.5269  -26.2591  15.1707
H  -5.6378  -23.7879  15.8535
H  -4.1187  -23.8652  16.6508
H  -5.2899  -25.2433  16.8351
H  -3.5659  -24.3359  14.4646
H  -5.0256  -25.2593  14.1280
H  -3.3632  -26.6477  14.3059
C  -0.3764  -15.5634  7.9136
C  -0.3171  -15.3743  6.4320
O  0.1599  -16.6026  5.8792
H  -0.5730  -14.6439  8.4709
H  0.6010  -15.8383  8.3168
H  -1.1237  -16.3218  8.1427
H  0.3862  -14.5625  6.2008
H  -1.2732  -15.1321  5.9612
H  -0.0597  -16.6832  4.9482
C  -0.9664  -26.8673  7.1227
C  -1.0081  -25.9607  8.3352
O  -0.0516  -24.9191  8.1602
H  0.0436  -27.1002  6.7935
H  -1.5267  -26.4429  6.2865
H  -1.4714  -27.8019  7.3918
H  -0.7521  -26.5368  9.2310
H  -1.9759  -25.4625  8.4517
H  -0.1377  -24.2985  8.9072
C  -4.2730  -26.6804  10.9122
C  -5.3648  -27.5767  11.4717
O  -4.9384  -28.9411  11.5185
H  -3.9815  -27.0182  9.9183
H  -3.4499  -26.5851  11.6159
H  -4.7004  -25.6969  10.6789
H  -6.2096  -27.5873  10.7748
H  -5.7957  -27.2123  12.4088
H  -4.5516  -29.1264  12.3781
C  -2.3466  -16.8416  13.0230
C  -3.5597  -17.4541  12.3026
O  -4.5835  -17.9145  13.1817
H  -1.6133  -17.6392  13.1151
H  -2.6622  -16.3317  13.9298
H  -1.9012  -16.0819  12.3748
H  -3.2124  -18.3155  11.7191
H  -4.0154  -16.7543  11.6040
H  -4.2029  -18.6109  13.7253

***

ORCA calculation (the ωB97M-V functional and the def2-TZVPD basis) on one molecule with the formula C25H21F3N2O7S at a distorted geometry.

Kohn-Sham gap: 0.2797 Eh
SMILES: C[C@H](OC(=O)c1cccc(S(=O)(=O)Nc2cccc(C(F)(F)F)c2)c1)C(=O)Nc1ccc2c(c1)OCCO2
HOMO level: -7.90 eV
lowest unoccupied orbital energy: -0.29 eV

Cartesian coordinates (Å):
C  0.9651  4.7775  2.0495
C  1.1368  4.2438  0.6316
H  1.2314  5.0683  -0.0854
C  2.4368  3.4156  0.5556
O  3.5132  3.9663  0.5886
N  2.2143  2.0867  0.4889
C  3.1358  1.0379  0.3684
C  2.6162  -0.2332  0.1619
C  3.4562  -1.3264  0.0252
C  4.8418  -1.1426  0.0815
C  5.3501  0.1296  0.3091
C  4.5122  1.2175  0.4571
H  4.9156  2.2010  0.6253
H  6.4202  0.2474  0.3623
O  5.7190  -2.1854  -0.0885
C  5.1171  -3.3309  -0.6494
C  3.7866  -3.6240  0.0427
H  3.3078  -4.5128  -0.3709
O  2.8888  -2.5571  -0.1620
H  3.9608  -3.7639  1.1185
H  5.8242  -4.1505  -0.5134
H  4.9374  -3.1721  -1.7219
H  1.5525  -0.3956  0.1048
H  1.2452  1.7932  0.4801
O  -0.0168  3.4647  0.2950
C  -0.5264  3.5920  -0.9348
O  -0.0711  4.3048  -1.7911
C  -1.7417  2.7479  -1.1214
C  -2.3203  2.6987  -2.3880
C  -3.4700  1.9602  -2.6074
C  -4.0597  1.2723  -1.5577
C  -3.4741  1.3208  -0.3069
C  -2.3242  2.0444  -0.0700
H  -1.9047  2.0598  0.9234
S  -4.2683  0.5094  1.0759
O  -3.3003  0.2553  2.0965
O  -5.4674  1.2148  1.4062
N  -4.8203  -0.9405  0.4054
C  -4.0379  -2.0738  0.2802
C  -2.6601  -1.9513  0.1352
C  -1.8850  -3.0912  -0.0202
C  -2.4548  -4.3552  -0.0409
C  -3.8286  -4.4684  0.0961
C  -4.6146  -3.3446  0.2576
H  -5.6844  -3.4420  0.3691
H  -4.2884  -5.4442  0.0825
H  -1.8365  -5.2297  -0.1637
C  -0.3974  -2.9127  -0.1483
F  -0.0891  -1.9214  -1.0059
F  0.2323  -4.0091  -0.5867
F  0.1712  -2.5843  1.0237
H  -2.1998  -0.9775  0.1587
H  -5.8027  -1.0907  0.5761
H  -4.9650  0.7031  -1.6960
H  -3.9122  1.9275  -3.5909
H  -1.8521  3.2546  -3.1863
H  1.8620  5.3213  2.3308
H  0.8157  3.9515  2.7409
H  0.1073  5.4431  2.1032

***

ORCA calculation (the ωB97M-V functional and the def2-TZVPD basis) on C8H22ClFN2O2Pd as an isolated structure at a distorted geometry.

Kohn-Sham gap (alpha / beta): 0.4017 / 0.2250 Eh
HOMO level (alpha / beta): -13.21 / -13.52 eV
total charge: +1
multiplicity: 4
lowest unoccupied orbital energy (alpha / beta): -2.28 / -7.40 eV

Cartesian coordinates (Å):
Pd  1.2039  0.2930  -0.9164
Cl  3.1500  -0.9833  -1.7915
F  1.3373  2.3552  -1.4983
C  1.7758  0.9467  3.5468
C  1.1610  0.5424  2.2341
C  -0.0487  1.5007  1.8248
O  -0.5914  1.2052  0.5006
C  -1.2972  2.3247  0.1109
N  2.1118  0.5829  1.1722
H  2.7698  0.5747  3.7955
H  1.0734  0.7985  4.3670
H  1.8646  2.0321  3.5918
H  0.8041  -0.4714  2.4154
H  0.2235  2.5561  1.8164
H  -0.8170  1.3774  2.5881
H  -1.7749  2.0389  -0.8262
H  -0.6685  3.1668  -0.1782
H  -2.1548  2.5573  0.7422
H  2.4863  1.5198  1.1272
H  2.8933  -0.0228  1.3783
C  -2.6870  -0.9968  -2.9184
C  -1.5052  -0.7498  -1.9023
C  -0.9133  -1.9922  -1.0990
O  0.1844  -1.5069  -0.2898
C  0.8358  -2.6314  0.3895
N  -0.4066  -0.0642  -2.5747
H  -2.4586  -1.4774  -3.8697
H  -3.0363  0.0076  -3.1575
H  -3.4955  -1.5458  -2.4356
H  -1.8906  -0.1036  -1.1136
H  -0.6247  -2.8006  -1.7708
H  -1.6920  -2.4138  -0.4633
H  1.4150  -3.1716  -0.3593
H  0.2635  -3.4497  0.8263
H  1.4508  -2.2187  1.1892
H  -0.0278  -0.4616  -3.4224
H  -0.9137  0.6818  -3.0290

***

In the order shown, the computed energy relative to the best compared isomer or geometry (same formula, charge and spin) values come out to 10.46; 27.75; 6.64; 0.00 kcal per mole.